The following is a DFT calculation (ωB97M-V with the def2-TZVPD basis set) of C46H52BBr2MgN8O2S3 as an isolated structure.

```
115
Properties=species:S:1:pos:R:3:forces:R:3
Mg 2.963 0.541 0.856 -0.3 -0.3 0.1
C 0.442 0.988 3.912 0.0 0.0 0.0
C -0.242 0.873 2.590 0.0 0.1 0.1
C -1.274 1.695 2.248 0.0 0.0 -0.1
C -1.890 1.582 0.979 0.0 0.1 0.1
N -1.491 0.677 0.136 -0.1 0.0 0.1
N -0.497 -0.154 0.475 -0.2 -0.2 -0.5
B -0.549 -1.321 -0.577 0.2 0.0 0.2
N -0.921 -0.774 -1.939 -0.2 -0.3 0.1
N -2.214 -0.950 -2.280 0.2 0.0 -0.1
C -2.588 -0.552 -3.454 0.0 0.1 -0.1
C -1.661 0.053 -4.355 -0.1 0.0 0.1
C -0.366 0.233 -4.005 0.1 0.0 0.0
C 0.638 0.854 -4.918 0.0 0.0 0.0
C 0.032 -0.204 -2.690 0.0 0.2 -0.1
S 1.590 -0.002 -2.072 0.1 -0.1 -0.1
C -4.039 -0.762 -3.846 0.0 0.0 0.0
C -4.083 -1.721 -5.044 0.0 0.0 0.0
C -4.658 0.585 -4.236 0.0 0.0 0.0
C -4.829 -1.362 -2.686 0.0 0.0 0.0
N -1.538 -2.388 0.005 -0.1 0.1 0.0
N -2.731 -2.299 0.552 0.0 -0.1 0.0
C -3.212 -3.416 1.058 0.0 0.0 0.0
C -2.465 -4.622 1.018 0.0 0.1 0.0
C -1.210 -4.683 0.470 0.1 0.0 0.0
C -0.344 -5.898 0.441 0.0 0.0 0.0
C -0.756 -3.460 -0.052 0.1 0.0 -0.1
S 0.696 -2.831 -0.775 -0.2 -0.1 0.0
C -4.579 -3.294 1.717 0.0 0.0 0.0
C -5.133 -4.658 2.127 0.0 0.0 0.0
C -5.551 -2.627 0.739 0.0 0.0 0.0
C -4.421 -2.410 2.962 0.0 0.0 0.0
C 0.173 -0.111 1.632 0.2 -0.1 0.2
S 1.478 -1.180 1.944 0.0 0.2 0.0
C -3.093 2.407 0.544 0.0 0.0 0.0
C -4.333 1.542 0.814 0.0 0.0 0.0
C -3.006 2.717 -0.952 0.0 0.0 0.0
C -3.192 3.716 1.329 0.0 0.0 0.0
H -0.171 1.565 4.601 0.0 0.0 0.0
H 1.405 1.486 3.780 0.0 0.0 0.0
H 0.649 0.005 4.335 0.0 0.0 0.0
H -1.614 2.441 2.952 0.0 0.0 0.0
H -2.003 0.382 -5.327 0.0 0.0 0.0
H 0.157 1.226 -5.819 0.0 0.0 0.0
H 1.398 0.121 -5.194 0.0 0.0 0.0
H 1.163 1.667 -4.417 0.0 0.0 0.0
H -3.591 -1.300 -5.921 0.0 0.0 0.0
H -5.118 -1.929 -5.312 0.0 0.0 0.0
H -3.597 -2.667 -4.803 0.0 0.0 0.0
H -4.154 1.040 -5.088 0.0 0.0 0.0
H -4.622 1.288 -3.403 0.0 0.0 0.0
H -5.703 0.441 -4.513 0.0 0.0 0.0
H -4.395 -2.302 -2.350 0.0 0.0 0.0
H -5.855 -1.544 -3.007 0.0 0.0 0.0
H -4.849 -0.685 -1.830 0.0 0.0 0.0
H -2.891 -5.516 1.449 0.0 0.0 0.0
H -0.895 -6.784 0.747 0.0 0.0 0.0
H 0.505 -5.764 1.114 0.0 0.0 0.0
H 0.059 -6.059 -0.559 0.0 0.0 0.0
H -5.215 -5.336 1.277 0.0 0.0 0.0
H -6.133 -4.526 2.539 0.0 0.0 0.0
H -4.526 -5.134 2.899 0.0 0.0 0.0
H -5.697 -3.240 -0.152 0.0 0.0 0.0
H -5.183 -1.653 0.424 0.0 0.0 0.0
H -6.520 -2.495 1.221 0.0 0.0 0.0
H -3.734 -2.860 3.681 0.0 0.0 0.0
H -5.387 -2.281 3.450 0.0 0.0 0.0
H -4.038 -1.428 2.687 0.0 0.0 0.0
H -4.267 0.603 0.262 0.0 0.0 0.0
H -5.234 2.072 0.507 0.0 0.0 0.0
H -4.425 1.307 1.876 0.0 0.0 0.0
H -2.850 1.810 -1.534 0.0 0.0 0.0
H -2.187 3.406 -1.164 0.1 0.0 0.0
H -3.934 3.188 -1.278 0.0 0.0 0.0
H -3.421 3.552 2.382 0.0 0.0 0.0
H -3.998 4.321 0.916 0.0 0.0 0.0
H -2.271 4.298 1.262 0.0 0.0 0.0
Br 8.453 -3.916 -1.283 0.0 0.0 0.0
C 7.230 -2.494 -1.087 0.0 0.0 0.0
C 7.701 -1.189 -1.071 0.0 0.0 0.0
C 6.805 -0.145 -0.925 0.0 0.0 0.0
C 5.449 -0.414 -0.800 -0.1 0.0 0.0
C 4.988 -1.723 -0.790 0.0 -0.1 0.0
C 5.879 -2.770 -0.944 0.0 0.0 0.0
N 4.473 0.602 -0.639 0.1 -0.1 -0.1
C 4.622 1.757 -1.134 -0.1 0.2 -0.2
C 3.550 2.761 -0.970 0.0 0.0 -0.1
C 3.648 4.009 -1.557 -0.1 0.0 0.0
C 2.577 4.883 -1.436 0.0 0.0 0.0
C 1.457 4.473 -0.739 0.0 -0.1 0.0
C 1.452 3.206 -0.169 0.0 0.1 0.1
N 2.473 2.370 -0.275 0.1 0.0 0.0
H 8.759 -0.993 -1.157 0.0 0.0 0.0
H 7.177 0.869 -0.869 0.0 0.0 0.0
H 3.928 -1.918 -0.681 0.0 0.0 0.0
H 5.528 -3.792 -0.946 0.0 0.0 0.0
H 5.489 2.033 -1.735 0.0 0.0 0.0
H 4.541 4.285 -2.100 0.0 0.0 0.0
H 2.618 5.867 -1.884 0.0 0.0 0.0
H 0.597 5.117 -0.628 0.0 0.0 0.0
H 0.598 2.854 0.397 0.0 0.0 0.0
Br 8.381 4.295 6.074 0.0 0.0 0.0
C 7.099 3.374 5.038 0.0 0.0 0.0
C 7.320 2.044 4.710 0.0 0.0 0.0
C 6.382 1.379 3.938 0.0 0.0 0.0
C 5.233 2.036 3.513 0.1 -0.1 0.1
C 5.022 3.365 3.859 0.0 0.0 0.0
C 5.957 4.043 4.622 0.0 0.0 0.0
C 4.254 1.323 2.655 0.1 0.2 0.2
O 3.146 1.882 2.375 0.0 0.2 0.0
O 4.545 0.211 2.146 0.2 -0.2 -0.1
H 8.212 1.542 5.052 0.0 0.0 0.0
H 6.531 0.345 3.658 0.0 0.0 0.0
H 4.118 3.858 3.527 0.0 0.0 0.0
H 5.806 5.077 4.896 0.0 0.0 0.0
```
Positions in Å, forces in eV/Å.

Output
Orbital gap   7.14 eV
HOMO level   -10.238 eV
Net charge   +1
Multiplicity   1
Maximum force   0.55 eV Å⁻¹
ΔE to the lowest compared entry with this formula, charge and spin   0.0 kcal/mol